This record from the Open Molecules 2025 dataset describes a structure of composition C4H8AgF3O5 in a non-equilibrium geometry. The level of theory is the ωB97M-V functional and the def2-TZVPD basis.

Results
Total charge: -3
Gap between HOMO and LUMO (spin up / spin down) (eV): 5.71 / 5.42
HOMO level (spin up / spin down) (eV): 2.22 / 2.50
Spin multiplicity: 2
<S²>: 0.7539
Energy relative to the best compared isomer or geometry (same formula, charge and spin) (eV): 0.000

CARTESIAN COORDINATES (ANGSTROEM)
Ag: 26.8119 -3.5567 12.3130
F: 27.4754 -5.2548 10.7056
F: 25.0260 -3.6711 10.9901
F: 28.7377 -3.6488 13.3742
O: 27.1739 -2.2879 8.6108
O: 27.6652 -1.9270 10.7354
O: 26.0010 -1.7802 13.4999
O: 25.9043 -5.1291 13.7284
O: 24.8103 -2.7697 15.0860
C: 27.7025 -1.5905 9.5105
C: 25.1795 -1.7383 14.4410
C: 28.3781 -0.2998 9.1247
C: 24.8802 -0.3195 14.9387
H: 28.1334 0.4863 9.8446
H: 25.7246 0.3567 14.8171
H: 24.3499 -0.2609 15.8935
H: 29.4576 -0.4680 9.1676
H: 26.3605 -5.9060 14.0655
H: 24.1342 0.1583 14.2867
H: 28.0300 0.0005 8.1356
H: 25.4443 -4.7433 14.4917

Forces on the atoms, in the same order (eV/Å):
Ag 0.54 -0.49 -2.66
F 0.10 -0.08 0.79
F 0.31 0.23 1.13
F -0.56 0.01 0.12
O 0.62 1.09 -0.99
O 1.02 1.80 -0.94
O -0.73 0.94 0.02
O -0.81 -1.10 1.01
O -0.98 1.13 0.27
C -1.96 -3.05 1.60
C 2.14 -1.85 0.35
C 0.21 0.70 0.13
C -1.60 0.59 -0.51
H 0.05 -0.03 0.08
H 0.31 -0.32 0.46
H 0.62 -0.20 0.39
H 0.06 0.16 -0.22
H 0.30 0.14 -0.24
H 0.00 -0.31 -0.39
H 0.29 0.01 -0.14
H 0.08 0.63 -0.25